Here is a cluster of 3 separate species, C30H65BN4O6S2 in total at a distorted geometry from the Open Molecules 2025 dataset. Energies are from the ωB97M-V functional and the def2-TZVPD basis.

```
108
Properties=species:S:1:pos:R:3:forces:R:3:lowdin_charge:R:1
C -2.972 0.069 2.405 0.059 -0.072 -0.219 -0.101
C -3.350 -1.290 1.800 0.598 0.205 -0.058 -0.256
C -3.375 -1.246 0.271 -0.364 0.220 -0.012 -0.217
C -4.258 -2.313 -0.390 0.221 -0.052 0.255 -0.198
C -3.564 -3.615 -0.791 -0.024 -0.163 -0.234 -0.194
C -2.812 -3.576 -2.137 0.388 0.377 0.390 -0.182
C -1.291 -3.430 -1.975 -0.363 -0.087 0.028 -0.215
C -0.566 -3.155 -3.281 -0.066 -0.040 0.088 -0.151
C 0.961 -3.098 -3.239 -0.066 -0.055 -0.277 -0.075
N 1.651 -1.771 -3.058 0.167 -0.320 0.233 0.005
C 3.123 -1.976 -3.310 0.194 -0.313 -0.216 -0.059
C 3.880 -0.643 -3.335 0.026 -0.083 0.188 -0.224
C 4.349 -0.389 -4.792 -0.396 -0.011 0.878 -0.721
O 3.442 -0.695 -5.591 -0.711 -0.017 -1.089 -0.053
O 5.451 0.108 -4.927 0.947 0.325 -0.456 0.018
N 3.019 0.478 -2.976 -0.039 -0.160 0.191 0.065
C 2.377 0.226 -1.704 0.037 -0.186 -0.445 -0.236
C 1.864 1.523 -1.104 -0.232 0.039 0.012 -0.135
C 1.159 1.427 0.230 0.138 0.477 0.094 -0.231
C 0.441 2.718 0.621 -0.009 -0.412 0.027 -0.434
S 1.340 4.291 0.788 0.180 -0.006 -0.427 0.898
C 2.640 3.965 1.968 -0.129 0.010 -0.151 -1.097
S 2.573 4.713 3.400 0.052 0.001 0.193 0.756
N 3.695 3.139 1.519 0.187 0.251 0.086 -0.199
C 4.809 3.974 0.918 -0.258 -0.278 -0.134 -0.220
C 4.678 4.456 -0.517 -0.167 -0.108 0.049 -0.079
C 4.309 2.340 2.601 0.067 -0.023 -0.088 -0.284
C 3.356 1.439 3.355 0.063 -0.139 0.060 -0.088
C 1.333 -0.966 -1.793 -0.101 0.161 0.326 -0.217
O 0.008 -0.513 -1.867 -0.170 -0.375 -0.202 -0.080
C -0.389 0.278 -2.990 0.029 0.122 -0.059 -0.231
C -1.887 0.470 -2.951 0.196 0.059 0.126 -0.031
B 1.599 -1.864 -0.455 -0.379 0.185 -0.119 -0.496
O 2.842 -2.474 -0.396 -0.091 0.198 0.029 0.158
N 0.622 -2.032 0.622 0.521 -0.352 -0.046 -0.078
C 1.051 -1.418 1.896 -0.321 0.120 -0.126 -0.063
C 0.506 -3.504 0.809 -0.024 0.225 0.120 -0.067
H -2.333 -0.034 3.278 -0.070 -0.009 0.188 0.061
H -2.415 0.658 1.674 0.096 0.076 -0.037 0.055
H -3.851 0.646 2.681 -0.065 0.082 0.036 0.071
H -4.301 -1.623 2.204 -0.070 -0.140 0.051 0.095
H -2.578 -1.997 2.103 -0.195 -0.315 0.128 0.093
H -2.343 -1.298 -0.073 0.177 0.005 -0.229 0.091
H -3.742 -0.262 -0.034 -0.059 0.074 -0.007 0.104
H -5.047 -2.563 0.320 -0.142 0.030 0.008 0.102
H -4.758 -1.884 -1.258 -0.029 -0.053 -0.165 0.105
H -4.327 -4.391 -0.848 -0.033 -0.081 0.011 0.104
H -2.875 -3.929 -0.005 0.038 -0.026 0.154 0.106
H -3.172 -2.709 -2.691 -0.157 -0.043 -0.307 0.098
H -3.021 -4.480 -2.704 -0.092 -0.005 -0.227 0.110
H -0.918 -4.369 -1.565 0.103 -0.024 0.129 0.113
H -1.109 -2.639 -1.256 0.207 0.143 0.175 0.080
H -0.805 -3.977 -3.957 0.020 -0.032 -0.146 0.126
H -0.969 -2.263 -3.758 -0.013 0.157 -0.081 0.105
H 1.322 -3.419 -4.213 0.107 -0.037 -0.043 0.137
H 1.389 -3.796 -2.521 -0.015 0.053 0.256 0.137
H 1.398 -1.222 -3.884 -0.059 0.265 0.120 0.152
H 3.504 -2.744 -2.649 -0.080 0.149 0.316 0.126
H 3.143 -2.340 -4.333 0.047 -0.122 -0.046 0.119
H 4.725 -0.652 -2.651 0.093 -0.012 0.113 0.144
H 2.344 0.616 -3.722 0.108 0.308 -0.105 0.119
H 3.192 -0.118 -1.065 0.046 0.002 0.149 0.141
H 2.742 2.126 -0.959 0.465 0.356 -0.029 0.102
H 1.263 2.080 -1.818 -0.111 -0.028 -0.086 0.110
H 0.403 0.645 0.227 -0.085 -0.092 0.029 0.099
H 1.899 1.219 0.999 -0.022 -0.238 0.011 0.075
H -0.295 2.948 -0.151 -0.106 0.135 -0.019 0.064
H -0.103 2.555 1.549 -0.067 0.067 0.115 0.078
H 4.975 4.821 1.587 0.036 0.040 0.149 0.109
H 5.679 3.326 0.970 0.146 0.025 0.091 0.109
H 3.689 4.832 -0.742 -0.217 0.073 -0.036 0.040
H 4.928 3.675 -1.231 -0.117 -0.140 -0.048 0.076
H 5.380 5.272 -0.676 0.090 0.043 0.033 0.078
H 5.055 1.721 2.103 0.045 -0.041 -0.047 0.115
H 4.844 2.986 3.301 0.032 0.080 0.083 0.103
H 2.747 0.838 2.681 -0.002 0.040 0.051 0.036
H 3.941 0.752 3.965 0.054 -0.059 0.051 0.082
H 2.707 1.984 4.031 -0.151 0.095 0.001 0.050
H 0.098 1.248 -2.974 0.091 0.073 0.012 0.107
H -0.105 -0.194 -3.934 -0.070 -0.063 -0.101 0.117
H -2.174 1.203 -3.701 -0.048 0.008 -0.113 0.088
H -2.417 -0.457 -3.141 -0.111 -0.154 0.031 0.064
H -2.182 0.854 -1.978 -0.073 -0.012 0.125 0.078
H 3.548 -1.989 0.039 0.106 -0.205 0.018 0.124
H 0.486 -0.514 2.097 -0.114 0.150 0.025 0.072
H 2.110 -1.143 1.915 0.124 -0.139 0.032 0.076
H 0.864 -2.107 2.714 0.031 -0.061 0.094 0.091
H 1.283 -3.889 1.470 0.082 -0.043 0.078 0.092
H 0.607 -4.039 -0.131 -0.073 -0.003 -0.109 0.065
H -0.472 -3.731 1.226 -0.106 -0.084 0.037 0.090
C -5.711 -2.450 6.113 0.063 0.078 -0.066 -0.092
C -4.821 -3.435 5.380 0.029 -0.001 0.022 -0.322
O -3.680 -2.814 4.795 -0.015 0.013 0.053 -0.090
H -6.038 -1.660 5.437 -0.019 -0.001 -0.001 0.074
H -6.591 -2.947 6.522 0.002 -0.022 0.002 0.074
H -5.171 -1.984 6.941 -0.013 -0.017 0.023 0.072
H -5.356 -3.890 4.547 -0.019 -0.027 0.000 0.110
H -4.508 -4.239 6.055 -0.016 -0.030 -0.022 0.107
H -3.167 -2.409 5.502 0.004 0.014 -0.009 0.081
C -3.012 5.317 0.034 0.047 0.003 0.085 -0.088
C -2.274 6.636 -0.121 0.047 0.008 -0.013 -0.326
O -1.228 6.791 0.826 -0.102 -0.083 -0.101 -0.092
H -3.420 5.230 1.041 -0.014 -0.006 0.002 0.077
H -3.829 5.234 -0.685 0.007 0.012 -0.017 0.073
H -2.332 4.476 -0.126 -0.012 -0.006 -0.023 0.053
H -2.950 7.472 0.049 -0.026 0.009 -0.025 0.110
H -1.881 6.729 -1.141 -0.028 0.024 -0.009 0.108
H -0.601 6.070 0.695 0.111 0.045 0.168 0.001
```
Positions in Å, forces in eV/Å.

Computed properties:
- Molecular weight: 652.8 g mol⁻¹
- LUMO energy: -0.0223 Eh
- Highest occupied orbital energy: -7.72 eV
- SMILES: CCCCCCCCC[N@@H+]1C[C@@H](C(=O)[O-])N[C@@H](CCCSC(=S)N(CC)CC)[C@]1(OCC)B(O)N(C)C.CCO.CCO
- Frontier orbital gap: 7.1 eV
- 2S+1: 1
- Energy: -72754.924 eV